Molecular formula: C4H9NO2
Method: DFT, wB97M-V/def2-TZVPD

Atoms and positions in Å:
C  -1.55  0.73  -0.17
N  -1.05  -0.57  0.26
C  -0.78  -0.82  1.70
C  0.13  -1.16  0.62
O  1.09  -1.76  0.23
O  1.42  1.01  0.35
C  2.18  0.70  -0.54
H  -2.53  0.85  0.30
H  -1.69  0.78  -1.25
H  -0.90  1.55  0.15
H  0.09  -0.62  -1.84
H  -1.39  -1.59  2.17
H  -0.56  0.06  2.30
H  2.59  1.48  -1.20
H  0.50  -0.28  -2.35
H  2.46  -0.35  -0.73

- frontier orbital gap (eV) = 10.061
- SMILES = CN1CC1=O.[H][H].C=O
- HOMO level (eV) = -9.242
- energy above the lowest of the compared OMol25 structures with the same formula, charge and spin (kcal/mol) = 109.3
- LUMO (eV) = 0.819